# 1
Formula: C3H3N3S2
Source: the Open Molecules 2025 dataset
Level of theory: ωB97M-V/def2-TZVPD

```
11
Properties=species:S:1:pos:R:3:forces:R:3
S 1.3199 -1.8585 -1.3378 -0.15 1.57 1.22
C 0.8301 -0.4404 -0.5216 -0.27 -2.46 -0.44
N 0.1892 0.5078 -1.2397 -3.33 1.91 -0.12
C -1.0462 0.9778 -1.1073 3.47 -0.79 -1.20
N -2.0346 0.7633 -0.1208 0.18 0.13 -4.63
C -1.7002 0.7206 1.0542 0.06 0.10 3.23
S -0.0387 0.8543 1.7176 -0.01 0.20 0.03
N 0.9036 -0.2602 0.8174 1.21 -1.52 1.99
H -1.2513 1.6469 -1.9714 -0.65 -0.33 1.08
H -2.5838 0.7827 1.7106 0.89 -0.36 0.70
H 1.4264 -0.9875 1.4345 -1.42 1.56 -1.86
```
Positions in Å, forces in eV/Å.

Calculated values
energy above the lowest of the compared OMol25 structures with the same formula, charge and spin	41.59	kcal per mole
highest occupied orbital energy	-8.5	eV

=====

# 2
Formula: C17H31BF9IN5O5S
Source: the Open Molecules 2025 dataset
Level of theory: ωB97M-V/def2-TZVPD

```
70
Properties=species:S:1:pos:R:3:forces:R:3
C -1.5485 -1.6748 3.8297 -0.13 0.30 0.40
C -0.6852 -2.1095 2.4648 -0.75 -0.18 0.75
C -1.4338 -1.5597 1.1157 -1.04 -1.59 1.41
I -0.5778 -2.4092 -0.7663 -0.39 0.58 1.15
N -1.6765 -0.0770 1.0412 -4.51 4.22 -1.99
C -2.9317 0.5664 0.4376 1.62 2.85 1.45
B -4.2582 -0.0829 -0.2768 -2.24 -1.36 -2.13
N -4.4059 0.1753 -1.7962 -0.84 0.87 2.93
O -5.3127 -0.8830 0.3763 3.22 0.07 -1.83
N -2.9891 2.0768 0.4885 6.05 -5.96 2.54
C -1.6604 2.3596 1.1518 -3.45 -3.97 -1.94
N -1.2826 3.6600 1.3742 1.20 0.20 0.42
N -0.9463 1.0365 1.4158 -0.14 3.46 -0.05
C 0.4074 1.0416 2.0694 0.91 -0.11 1.84
C 1.6376 0.4102 1.2063 0.19 -0.12 0.45
C 2.1716 1.3776 -0.0449 -0.06 0.90 3.72
F 1.2880 2.6013 0.0313 2.71 -3.37 -1.14
F 3.5239 1.8318 0.3716 -3.92 -1.28 -2.03
C 2.0975 0.5925 -1.4706 -3.01 -2.60 0.37
F 2.4914 -0.8646 -1.3950 -1.34 5.29 0.66
F 0.6444 0.6142 -1.8854 4.70 -0.30 2.10
S 3.0627 1.3155 -2.8869 1.84 0.13 -5.53
F 3.1027 -0.2829 -3.5965 -0.06 3.60 1.07
F 4.5961 0.9610 -2.2124 -3.55 1.11 -0.79
F 3.0206 2.9180 -2.3024 0.06 -3.59 -0.73
F 1.5688 1.5845 -3.7552 3.54 -0.27 1.68
F 3.8780 1.9061 -4.2805 -1.71 -1.22 3.09
H -0.8629 -1.1064 4.6224 -1.44 -1.34 -1.75
H -2.4362 -0.9480 3.5845 1.69 -1.34 0.34
H -2.0371 -2.6188 4.3648 1.26 2.01 -1.28
H 0.4222 -1.7275 2.5626 -2.23 -1.01 -0.40
H -0.7403 -3.3019 2.4469 0.51 2.76 -0.38
H -2.5184 -2.0625 1.1500 2.36 1.52 -0.17
H -4.5388 1.2183 -1.9536 0.67 -1.68 -0.05
H -5.2590 -0.2959 -2.1714 0.92 0.64 0.46
H -5.4914 -1.6593 -0.2340 -0.16 1.39 1.00
H -1.3841 4.1581 2.2958 0.12 -1.16 -1.52
H -0.7864 4.1886 0.6140 -0.80 -0.97 1.18
H 0.5999 2.1568 2.4508 -0.45 -2.51 -1.28
H 0.3380 0.4046 3.0772 0.07 1.27 -2.31
H 1.3277 -0.6629 0.8678 0.65 2.08 0.20
H 2.5453 0.2615 1.9674 -1.93 0.53 -1.84
O 0.1592 -5.0827 2.8927 -0.12 -0.72 1.81
C 0.3486 -5.5113 4.0295 -0.36 0.48 -0.87
O -0.6900 -5.9506 4.7752 0.05 0.08 -0.88
C -0.5576 -6.6524 6.0253 0.05 0.00 0.39
C -0.4372 -5.6793 7.1807 0.08 0.23 0.01
C 1.7144 -5.4638 4.6469 0.55 -0.59 -0.23
H 0.2675 -7.3698 5.9897 -0.02 0.18 -0.07
H -1.4729 -7.2416 6.1465 0.13 0.20 -0.32
H 0.4585 -5.0590 7.0925 0.00 -0.14 0.06
H -0.3950 -6.2153 8.1331 -0.02 0.06 -0.13
H -1.2938 -4.9972 7.1978 0.05 -0.20 0.01
H 1.8726 -4.4812 5.0957 -0.02 -0.09 0.01
H 2.4572 -5.6231 3.8570 -0.24 0.26 0.12
H 1.8884 -6.2428 5.3873 -0.10 0.19 0.14
O 0.8039 7.0419 -8.4005 -0.22 -2.15 1.31
C 0.8911 5.9566 -7.8293 0.10 1.89 -0.85
O -0.1058 5.5274 -7.0231 -0.41 0.15 -0.25
C -0.1961 4.1998 -6.4735 0.15 0.08 0.11
C 0.5850 4.0970 -5.1790 0.11 0.05 0.11
C 2.1413 5.1351 -7.9351 0.17 -0.48 -0.62
H 0.1036 3.4471 -7.2085 0.09 0.14 0.06
H -1.2572 4.0233 -6.2671 0.14 0.28 -0.19
H 1.6509 4.2807 -5.3367 -0.07 -0.13 -0.02
H 0.4664 3.1044 -4.7353 -0.05 0.27 -0.17
H 0.2374 4.8477 -4.4613 -0.06 -0.10 -0.13
H 2.8606 5.4764 -7.1881 -0.06 -0.04 -0.05
H 2.5656 5.2775 -8.9355 -0.05 0.20 0.34
H 1.9733 4.0649 -7.8273 0.05 0.03 0.23
```
Positions in Å, forces in eV/Å.

Calculated values
net charge	+1
highest occupied orbital energy	-11.3	eV

=====

# 3
Formula: C4H5N3
Source: the Open Molecules 2025 dataset
Level of theory: ωB97M-V/def2-TZVPD

```
12
Properties=species:S:1:pos:R:3:forces:R:3
H -2.3334 -1.5181 0.1418 -1.83 2.42 0.86
N -2.4992 -0.3965 0.2425 6.45 -4.15 -1.95
C -1.1827 -0.2182 -0.0635 -3.84 1.72 -0.49
C 0.1256 -1.0452 -0.2477 -3.96 3.87 -0.47
C 0.9999 -0.0498 -0.2916 5.26 -4.14 4.55
N 2.3936 -0.3368 0.3073 -1.57 -1.25 -2.67
C 0.4057 1.1867 0.0795 2.80 4.42 -1.06
N -0.8011 1.2096 -0.1388 -4.25 -1.27 1.27
H 0.1292 -2.0555 -0.1155 0.58 -2.47 0.02
H 2.9727 0.2297 -0.3285 0.68 -0.87 0.64
H 2.6118 -1.4359 0.2500 -0.43 3.50 -0.25
H 0.8755 2.2042 0.3156 0.14 -1.79 -0.45
```
Positions in Å, forces in eV/Å.

Calculated values
energy above the lowest of the compared OMol25 structures with the same formula, charge and spin	106.03	kcal per mole
highest occupied orbital energy	-9.7	eV

=====

# 4
Formula: C16H31IrNOP2
Source: the Open Molecules 2025 dataset
Level of theory: ωB97M-V/def2-TZVPD

```
52
Properties=species:S:1:pos:R:3:forces:R:3
P 0.2697 -2.2029 -2.6574 0.15 0.75 -0.54
P -0.1210 2.1498 -1.7374 0.51 0.98 -0.05
C 0.0213 -0.2299 -3.5843 0.35 0.62 -1.24
C 0.5396 1.1313 -3.1797 0.25 1.32 -0.20
H -0.9896 -0.2691 -4.0143 0.28 0.13 -0.02
H 0.8099 -0.6226 -4.2409 -0.24 -0.24 -0.72
H 1.6148 1.2363 -3.3844 -0.44 0.18 0.62
H -0.0388 1.8309 -3.7544 0.18 0.05 -0.80
C -1.8302 2.6234 -2.0155 0.00 0.47 -0.39
H -2.0034 3.4385 -1.2940 -0.23 -0.26 -0.21
H -2.4553 1.7476 -1.7630 0.22 0.47 0.00
H -2.0740 2.9764 -3.0319 0.15 -0.03 0.42
C 1.1714 3.3082 -1.3799 0.05 0.95 -0.20
H 1.2900 4.0583 -2.1771 0.11 -0.08 0.28
H 2.1225 2.7727 -1.2208 -0.48 0.14 0.01
H 0.8494 3.8052 -0.4535 0.35 0.07 -0.16
C -1.0868 -3.3265 -2.8399 0.21 -0.83 0.27
H -0.9176 -4.0296 -2.0147 -0.56 -0.38 -0.27
H -1.0266 -3.8214 -3.8115 -0.20 -0.21 0.18
H -2.0477 -2.8011 -2.7028 0.56 -0.16 -0.08
C 2.0294 -2.5579 -2.7501 -0.21 -0.71 0.08
H 2.5749 -1.7229 -2.2643 -0.35 -0.63 -0.26
H 2.3474 -2.7041 -3.7957 0.11 -0.13 0.60
H 2.0989 -3.4860 -2.1563 0.71 0.24 -0.33
Ir -0.1688 -0.3092 -1.6655 -0.40 -2.07 3.29
C 0.4852 1.4540 -5.8100 -1.03 0.78 -0.29
C -0.8602 1.4662 -5.6566 1.45 0.45 -1.05
C -1.7634 0.7666 -6.6091 -1.00 -0.07 -0.34
C -1.4274 -0.7271 -6.9475 -0.04 -0.30 -0.73
C -0.6875 -1.4815 -5.9134 -6.79 0.43 -0.31
C 0.6667 -1.5603 -5.9060 7.02 0.13 -0.14
C 1.5230 -0.7140 -6.8091 0.56 0.26 0.52
C 1.1727 0.8099 -6.9437 0.10 -0.44 -1.21
C 0.1192 -1.6740 -0.1379 -0.23 -1.29 0.87
H 1.1964 2.0191 -5.2120 -0.57 0.17 0.06
H -1.3882 2.1181 -4.9620 0.31 -0.10 0.23
H -1.7863 1.3537 -7.5474 -0.03 -0.35 0.22
H -2.7991 0.8019 -6.2299 0.41 0.00 -0.07
H -2.3725 -1.2445 -7.1887 0.34 0.29 0.03
H -0.8068 -0.7282 -7.8510 -0.30 -0.05 0.00
H -1.2964 -1.9460 -5.1508 0.08 -0.13 0.11
H 1.1809 -2.3265 -5.3248 -0.18 -0.24 -0.73
H 1.5170 -1.1386 -7.8270 -0.01 -0.02 0.10
H 2.5738 -0.7589 -6.4843 -0.32 -0.30 -0.06
H 2.1116 1.3690 -7.1282 -0.48 -0.44 -0.04
H 0.5389 0.9517 -7.8299 0.29 -0.04 0.04
H 0.9469 -1.3418 0.5039 -0.12 0.05 -0.35
H 0.2603 -2.7519 -0.3370 0.02 0.47 0.23
H -0.8169 -1.5720 0.4272 0.22 -0.16 -0.04
O -0.3136 1.7467 2.0861 -0.31 -0.88 -2.62
C -0.4268 1.2757 0.9991 0.41 0.70 3.52
N -0.5264 0.8374 -0.1190 -0.85 0.45 1.80
```
Positions in Å, forces in eV/Å.

Calculated values
multiplicity	6
⟨S²⟩	8.771
net charge	+2
energy above the lowest of the compared OMol25 structures with the same formula, charge and spin	40.09	kcal per mole
highest occupied orbital energy (alpha / beta)	-11.4 / -15.1	eV